Entry 1:
Here is C12H26CrF6N4O10S2 as an isolated structure from the OMol25 dataset. Energies are from wB97M-V/def2-TZVPD.

## Properties
Kohn-Sham gap (alpha / beta): 7.996 / 8.397 eV
⟨S²⟩: 6.0065
LUMO energy (alpha / beta): 0.20 / 0.19 eV
spin multiplicity: 5
HOMO (alpha / beta): -0.2865 / -0.3015 hartree

XYZ file:
```
61
Properties=species:S:1:pos:R:3:forces:R:3
Cr 0.54411 0.38364 0.16982 1.8 -1.8 1.5
C -3.18454 1.41464 -2.24265 -0.8 0.2 -0.2
F -2.97219 2.74674 -2.16343 -0.6 -1.7 0.7
F -3.61685 0.87360 -1.04468 0.4 1.3 -2.0
F -4.13968 1.23457 -3.21513 1.7 -0.2 1.8
S -1.52877 0.54659 -2.67679 0.9 -3.1 -1.1
O -1.64750 -0.86518 -2.33111 -0.9 1.4 -0.1
O -1.28817 0.80748 -4.10823 -0.6 0.4 3.3
N -0.32934 1.09939 -1.49705 -3.0 0.8 -4.6
S 0.66952 2.00144 -2.40369 2.8 1.2 -0.6
O 1.62129 2.44229 -1.41435 -0.2 0.6 0.1
O 1.28742 1.44805 -3.59545 -1.6 0.6 1.2
C -0.31418 3.66007 -2.88636 -0.5 -0.7 -2.0
F -0.93908 4.12071 -1.81377 0.8 0.3 0.1
F 0.59122 4.51517 -3.38283 -0.5 -0.5 1.0
F -1.27958 3.54369 -3.87469 1.5 -0.2 1.3
N 2.38926 -0.92884 2.54410 1.6 -3.5 5.6
O 2.00680 -0.30876 1.60308 -2.0 3.1 -4.5
O 3.48040 -1.43813 2.61080 3.6 -0.4 -2.5
O 1.75273 -1.13916 3.56925 -3.7 1.2 0.8
C 0.35807 -4.04317 -0.81722 2.6 0.3 -1.6
C 1.10249 -2.63572 -0.51954 -1.9 -1.6 -0.4
C 1.65654 -1.78044 -1.67563 -0.6 -0.7 -0.3
O 2.17421 -0.50160 -1.17250 -2.0 -2.1 -0.6
C 3.55591 -0.51182 -1.26139 1.4 0.4 0.1
N -0.04580 -1.86716 -0.08859 0.0 1.0 0.5
H -0.41068 -3.93594 -1.58247 -0.2 0.3 0.1
H -0.02932 -4.59782 0.03741 0.0 0.7 0.3
H 1.09594 -4.70385 -1.27237 0.0 -0.4 -0.1
H 1.79688 -2.82683 0.29862 0.2 0.5 -0.1
H 0.83392 -1.58644 -2.36394 -0.4 0.5 0.3
H 2.28588 -2.34709 -2.36186 1.1 0.4 0.5
H 3.78917 -0.44609 -2.32410 0.5 0.1 0.0
H 3.99051 -1.41158 -0.82589 -0.1 -0.2 0.0
H 3.95700 0.32218 -0.68547 -0.1 0.1 -0.3
H -0.73366 -2.01102 -0.81402 -0.2 0.4 -0.3
H -0.43922 -2.35597 0.70286 0.0 0.6 0.4
C 2.19175 3.00009 1.44052 3.1 -1.7 0.4
O 1.01899 2.32003 1.25447 0.9 -1.7 -1.3
C -0.04916 2.98788 1.64097 -3.9 0.4 0.2
C -1.31648 2.11001 1.32375 -0.9 0.6 1.2
N -1.11546 0.64955 1.59316 -0.1 0.8 0.3
C -2.28335 -0.20418 1.31724 0.1 -1.2 -1.4
C -2.45083 -1.47521 2.17999 1.9 1.0 0.4
O -1.12436 -2.07450 2.23762 -1.3 1.1 1.2
C -1.09546 -3.28767 2.93959 -1.0 -0.7 -0.3
H 2.59865 2.60462 2.37118 0.0 0.9 0.8
H 2.23016 4.08515 1.34421 -0.5 -0.1 -0.1
H 2.88824 2.49316 0.77265 0.1 0.7 -0.6
H -0.09999 3.90093 1.04779 -0.5 0.5 0.2
H -0.04253 3.21303 2.70744 0.1 0.2 0.3
H -1.75180 2.32414 0.34766 0.5 -0.5 -0.3
H -2.10419 2.43566 2.00314 -0.1 0.4 0.2
H -0.95774 0.56966 2.58757 0.8 -0.1 0.3
H -2.05676 -0.69193 0.36915 -0.5 0.7 -0.6
H -3.18856 0.39827 1.24140 -0.2 -0.3 0.2
H -3.11746 -2.20547 1.72127 -0.4 0.3 0.0
H -2.78460 -1.15004 3.16537 -0.1 -0.6 0.4
H -0.09339 -3.71322 2.88598 -0.1 0.2 0.2
H -1.81699 -3.93683 2.44352 0.1 -0.7 -0.4
H -1.51944 -3.27075 3.94360 0.6 0.6 0.4
```
Positions in Å, forces in eV/Å.

Atom charges from the Löwdin analysis, given in e for atoms 1 to 5: Cr 0.77; C -0.52; F 0.11; F 0.09; F 0.13

***

Entry 2:
Here is one molecule with the formula C2HNO2 from the OMol25 dataset. Energies are from wB97M-V/def2-TZVPD.

## Properties
Kohn-Sham gap: 11.435 eV
LUMO energy: -0.23 eV
SMILES: N#CC(=O)O
HOMO: -0.4287 hartree

XYZ file:
```
6
Properties=species:S:1:pos:R:3:forces:R:3
C 0.50812 0.08338 0.06632 -1.1 4.3 -1.1
C -0.99859 -0.04161 0.07120 -4.0 -1.4 -0.4
H 0.79288 -1.76523 -0.04439 0.2 0.0 0.1
N -2.18336 -0.13164 -0.04786 5.1 0.5 0.6
O 1.30494 -0.94199 -0.02386 -0.1 -1.1 0.2
O 0.87425 1.24651 -0.03185 0.0 -2.2 0.6
```
Positions in Å, forces in eV/Å.

Atom charges from the Löwdin analysis, given in e for atoms 1 to 5: C -0.52; C -0.08; H 0.14; N 0.16; O 0.17

***

Entry 3:
Here is an isolated ion of composition C4H6N3 and charge +1 from the OMol25 dataset. Energies are from wB97M-V/def2-TZVPD.

## Properties
Kohn-Sham gap: 8.821 eV
total charge: +1
LUMO energy: -5.43 eV
SMILES: C1=C([NH+]2CC2)N=N1
HOMO: -0.5237 hartree

XYZ file:
```
13
Properties=species:S:1:pos:R:3:forces:R:3
C 0.44365 1.72216 -1.46715 0.1 -1.5 0.7
C 0.19420 0.71413 -0.57276 1.1 4.1 -1.4
C 0.15163 -1.46013 0.31405 -2.7 -2.5 2.3
C -0.75538 -0.69872 1.29373 1.5 -0.1 -1.2
N 1.57621 2.25413 -0.47966 -2.0 -2.8 0.5
N 1.30002 1.29830 0.31378 0.7 1.1 -0.3
N -0.65037 -0.35586 -0.21721 1.8 0.5 1.3
H 0.26997 2.03558 -2.49938 -0.4 -0.1 0.5
H 1.25574 -1.41270 0.36170 -1.0 0.1 -0.3
H -0.45556 -2.41135 0.24976 1.8 0.6 -1.0
H -1.70986 -1.15315 1.62187 0.8 0.5 -0.4
H -0.20433 0.01540 1.88140 -0.5 0.4 0.3
H -1.41591 -0.54779 -0.80014 -1.3 -0.4 -1.1
```
Positions in Å, forces in eV/Å.

Atom charges from the Löwdin analysis, given in e for atoms 1 to 5: C 0.09; C -0.22; C -0.01; C 0.06; N 0.12

***

Entry 4:
Here is one molecule with the formula C5H10O from the OMol25 dataset. Energies are from wB97M-V/def2-TZVPD.

## Properties
Kohn-Sham gap: 9.224 eV
LUMO energy: 0.89 eV
HOMO: -0.3064 hartree

XYZ file:
```
16
Properties=species:S:1:pos:R:3:forces:R:3
C 2.02119 0.39044 0.00152 0.1 0.1 0.0
C 0.53546 0.56321 0.26763 0.0 0.2 0.0
C -0.33262 -0.09003 -0.81903 0.1 0.0 0.1
C -1.79904 -0.13343 -0.40068 0.1 0.0 -0.2
O -1.88711 -0.29314 1.04332 0.0 -0.1 0.4
C -0.98650 -0.94832 1.72743 -0.8 -0.5 0.0
H 2.29679 0.85778 -0.94903 0.0 -0.1 0.1
H 2.61917 0.85294 0.79160 0.0 -0.1 -0.1
H 2.29563 -0.67020 -0.05688 -0.1 0.2 0.0
H 0.26684 1.62409 0.32785 0.1 0.0 0.0
H -0.26499 0.48695 -1.75229 0.0 -0.1 0.2
H 0.04055 -1.09427 -1.05499 0.0 0.2 0.1
H -2.37235 -0.91607 -0.91012 0.1 0.0 0.2
H -2.28801 0.82940 -0.57637 0.0 -0.2 0.0
H 0.29886 0.20946 1.30599 0.4 0.1 -0.6
H -0.44385 -1.66881 1.05406 -0.1 0.3 -0.1
```
Positions in Å, forces in eV/Å.

Atom charges from the Löwdin analysis, given in e for atoms 1 to 5: C -0.10; C -0.28; C -0.20; C -0.16; O -0.19

***

Per-record M, g/mol: 616.476; 71.035; 96.113; 86.134
Per-record strongest force on any atom, eV Å⁻¹: 6.8; 5.1; 4.5; 0.9
Per-record total energy, Ha: -3884.02325; -282.01939; -319.78097; -271.61411